Model a:
This record from the OMol25 dataset describes a 2-piece molecular cluster, C15H18O overall. The level of theory is the ωB97M-V functional and the def2-TZVPD basis.

Values from the calculation:
HOMO-LUMO gap = 9.37 eV
SMILES = CCc1ccc(O)cc1.Cc1ccccc1

Structure (ORCA input):
```
! RIJCOSX wB97M-V def2-TZVPD def2/J DEFGRID3
* xyz 0 1
C -3.8993 -0.9631 -0.1290
C -2.4555 -0.8237 -0.5769
C -1.8515 0.5527 -0.6675
C -1.0021 0.8752 -1.7318
C -0.5230 2.1652 -1.8510
C -0.8695 3.1612 -0.9451
O -0.5612 4.4811 -1.1831
C -1.6532 2.8368 0.1460
C -2.1890 1.5534 0.2256
H -4.6023 -0.4317 -0.7679
H -4.0801 -0.5648 0.8630
H -4.1571 -2.0219 -0.1736
H -1.8327 -1.4605 0.0747
H -2.3091 -1.3508 -1.5305
H -0.7733 0.1168 -2.4739
H -0.0044 2.4916 -2.7479
H 0.3872 4.6343 -1.3096
H -1.9577 3.5914 0.8636
H -2.9173 1.3530 1.0084
C 2.0989 -3.3704 1.6847
C 2.2695 -1.9568 1.1810
C 1.6803 -1.5553 -0.0087
C 2.0136 -0.3323 -0.5853
C 2.9221 0.4969 0.0519
C 3.4665 0.1275 1.2686
C 3.1033 -1.0793 1.8597
H 1.1003 -3.7643 1.4934
H 2.3895 -3.4297 2.7295
H 2.7850 -4.0122 1.1311
H 0.8851 -2.1218 -0.4945
H 1.5579 -0.0576 -1.5218
H 3.2965 1.3793 -0.4504
H 4.1903 0.7820 1.7263
H 3.4923 -1.3021 2.8409
*
```

Model b:
This record from the OMol25 dataset describes a 2-piece molecular cluster, C15H18O overall. The level of theory is the ωB97M-V functional and the def2-TZVPD basis.

Values from the calculation:
HOMO-LUMO gap = 8.83 eV
SMILES = CCc1ccc(O)cc1.Cc1ccccc1

Structure (ORCA input):
```
! RIJCOSX wB97M-V def2-TZVPD def2/J DEFGRID3
* xyz 0 1
C -2.1658 -1.2633 -1.3536
C -0.9235 -0.4337 -1.1024
C 0.0202 -0.6735 -2.2394
C -0.3429 0.1011 -3.3315
C 0.4490 0.1831 -4.4658
C 1.6609 -0.5466 -4.4808
O 2.4926 -0.6908 -5.5097
C 1.9551 -1.4470 -3.4005
C 1.1606 -1.5191 -2.2694
H -2.0999 -1.9543 -2.3687
H -3.1004 -0.5964 -1.1779
H -2.2970 -1.9982 -0.6037
H -1.2199 0.6147 -0.9808
H -0.6296 -0.6249 -0.0026
H -1.2104 0.6053 -3.2766
H 0.3257 1.0198 -5.2175
H 2.1724 -0.2483 -6.3058
H 2.7644 -2.0430 -3.4517
H 1.4671 -2.3069 -1.6499
C -1.0050 0.0368 6.2379
C -0.7466 0.5242 4.8193
C -1.7821 1.0642 4.0923
C -1.4650 1.8107 2.9587
C -0.1368 1.8219 2.5472
C 0.8733 1.0631 3.1481
C 0.5646 0.4274 4.3277
H -1.9256 -0.5736 6.2665
H -0.9748 0.8444 7.0207
H -0.2511 -0.7121 6.5684
H -2.8522 1.0636 4.3748
H -2.2228 2.1252 2.2904
H 0.2649 2.4968 1.8118
H 1.8239 0.9815 2.8119
H 1.3283 -0.0634 5.0423
*
```

model a is the most stable structure; the next one sits 52.5 kcal/mol above it.

Model a:
This record from the OMol25 dataset describes a 2-piece molecular cluster, C6H17NO overall. The level of theory is the ωB97M-V functional and the def2-TZVPD basis.

Values from the calculation:
HOMO-LUMO gap = 10.05 eV
SMILES = CCN[C@@H](C)CC.O

Structure (ORCA input):
```
! RIJCOSX wB97M-V def2-TZVPD def2/J DEFGRID3
* xyz 0 1
C 0.1777 -1.4911 -1.6639
C 0.6770 -0.1019 -1.7476
N -0.3306 0.8909 -1.2537
C -0.1860 1.1907 0.1937
C -0.3760 2.6729 0.5176
C -1.2791 0.4085 0.9900
C -0.6733 -0.4698 2.0675
H -0.3027 -1.8175 -0.7215
H 0.9050 -2.2769 -1.7741
H -0.4765 -1.6549 -2.5354
H 0.8437 0.2801 -2.7808
H 1.6263 -0.0056 -1.1791
H -0.2444 1.7602 -1.7634
H 0.8046 0.7517 0.5319
H -1.3559 2.9530 0.1181
H -0.4106 2.8147 1.5778
H 0.2998 3.3917 -0.0238
H -2.0908 0.9583 1.4705
H -1.8793 -0.1456 0.2691
H -0.3801 0.0135 2.9864
H -1.4124 -1.2088 2.3672
H 0.1868 -1.0780 1.7488
O 2.1994 -2.8866 0.3897
H 1.4391 -2.4028 0.7233
H 2.2382 -2.5469 -0.5086
*
```

Model b:
This record from the OMol25 dataset describes a 3-piece molecular cluster, C6H17NO overall. The level of theory is the ωB97M-V functional and the def2-TZVPD basis.

Values from the calculation:
HOMO-LUMO gap = 8.54 eV

Structure (ORCA input):
```
! RIJCOSX wB97M-V def2-TZVPD def2/J DEFGRID3
* xyz 0 1
C 0.6071 -1.9533 -0.8243
C 1.6008 0.3840 -0.1314
C 0.6630 -2.5260 0.5493
C 1.5638 1.0872 -1.4817
N -0.5317 -1.5634 -1.3214
H 1.4625 -2.1170 -1.4791
H -1.1000 -0.7873 -0.5454
H -0.5209 -1.2762 -2.2934
H 2.4570 -0.2860 -0.0588
H 1.7471 1.1131 0.6735
H 0.4632 -3.5996 0.4860
H 1.6539 -2.3937 0.9794
H -0.0756 -2.0511 1.1909
H 0.7070 1.7622 -1.5416
H 2.4595 1.6817 -1.6667
H 1.4552 0.3713 -2.3034
C -1.6222 1.3489 0.5016
C -2.1687 1.7089 1.8798
O -1.0779 0.0578 0.5131
H 0.4387 0.1290 0.2219
H -2.4197 1.4638 -0.2546
H -0.8487 2.0873 0.2280
H -2.9656 1.0181 2.1555
H -1.3828 1.6141 2.6292
H -2.5650 2.7261 1.8936
*
```

Model c:
This record from the OMol25 dataset describes a 2-piece molecular cluster, C6H17NO overall. The level of theory is the ωB97M-V functional and the def2-TZVPD basis.

Values from the calculation:
HOMO-LUMO gap = 9.34 eV
SMILES = CC(C)O.CN(C)C

Structure (ORCA input):
```
! RIJCOSX wB97M-V def2-TZVPD def2/J DEFGRID3
* xyz 0 1
C 0.9637 -1.7626 1.5172
C 1.1517 -0.3004 1.0930
C 1.8655 0.5398 2.1471
O 1.7076 -0.1894 -0.1591
H 1.9397 -2.2212 1.6787
H 0.4688 -2.3175 0.7210
H 0.3705 -1.8344 2.4285
H 0.1017 0.1393 0.9940
H 2.8655 0.1434 2.3218
H 1.9591 1.5688 1.8042
H 1.3210 0.5240 3.0915
H 0.7739 -0.1139 -0.8566
C -0.5356 1.1798 -2.2941
N -0.6605 0.2278 -1.2070
C -1.4820 -0.9146 -1.5619
C -1.4044 1.0275 0.1001
H -0.1444 0.6814 -3.1832
H 0.1691 1.9580 -2.0012
H -1.4974 1.6521 -2.5523
H -1.5235 -1.6059 -0.7217
H -1.0463 -1.4381 -2.4170
H -2.5124 -0.6251 -1.8153
H -2.3127 1.3725 -0.3980
H -1.7551 0.4212 0.9314
H -0.7834 1.8875 0.3388
*
```

Model d:
This record from the OMol25 dataset describes a 2-piece molecular cluster, C6H17NO overall. The level of theory is the ωB97M-V functional and the def2-TZVPD basis.

Values from the calculation:
HOMO-LUMO gap = 9.17 eV
SMILES = CCN[C@@H](C)CC.O

Structure (ORCA input):
```
! RIJCOSX wB97M-V def2-TZVPD def2/J DEFGRID3
* xyz 0 1
C 0.7348 -1.5198 -2.2941
C 1.0727 -0.5977 -1.1486
N -0.0331 0.2838 -0.7881
C -0.4335 0.4513 0.5834
C 0.5681 1.3039 1.3875
C -1.8019 1.1422 0.5588
C -2.9291 0.1272 0.4072
H 0.0232 -2.2689 -1.9545
H 1.6363 -2.0061 -2.6606
H 0.3070 -0.9275 -3.1143
H 1.9762 -0.0091 -1.3453
H 1.3789 -1.0966 -0.2378
H -0.4061 0.8043 -1.5651
H -0.5676 -0.5130 1.0793
H 1.1754 0.7298 2.0920
H 1.2624 1.8451 0.7259
H 0.1292 2.1385 1.9549
H -1.9839 1.7151 1.4693
H -1.7751 1.8900 -0.2291
H -3.0006 -0.4772 1.3090
H -3.9176 0.5602 0.2217
H -2.7041 -0.5210 -0.4398
O 3.4213 -1.2731 1.2935
H 3.2453 -0.4133 0.8682
H 2.6214 -1.3680 1.8267
*
```

model d is the most stable structure; the next one sits 7.6 kcal/mol above it.

Model a:
This record from the OMol25 dataset describes a 2-piece molecular cluster, C12H16N2 overall. The level of theory is the ωB97M-V functional and the def2-TZVPD basis.

Values from the calculation:
HOMO-LUMO gap = 8.79 eV
SMILES = CCc1c[nH]cn1.Cc1ccccc1

Structure (ORCA input):
```
! RIJCOSX wB97M-V def2-TZVPD def2/J DEFGRID3
* xyz 0 1
C -0.8012 -1.3091 -2.9504
C -0.6961 -1.4219 -1.4111
C -1.7373 -0.4339 -1.0683
C -1.6081 0.9573 -1.5667
N -2.6920 1.6818 -1.2134
C -3.5470 0.7944 -0.6198
N -3.0036 -0.4169 -0.4969
H -1.8951 -1.0934 -3.2791
H -0.2429 -2.1330 -3.5072
H -0.2542 -0.5078 -3.1209
H -1.0089 -2.3907 -1.0630
H 0.2419 -1.3125 -0.9358
H -0.7200 1.4300 -2.0927
H -2.8065 2.6687 -1.0924
H -4.5716 0.8480 -0.3076
C 2.1491 -1.5761 0.4683
C 1.8958 -0.3059 1.2598
C 2.9656 0.7042 1.5926
C 2.4689 1.7699 2.1656
C 1.1889 1.7891 2.7511
C 0.3057 0.7845 2.6083
C 0.5656 -0.1974 1.6058
H 2.6191 -2.4942 0.9309
H 2.6830 -1.1813 -0.3919
H 1.2668 -2.1636 0.1699
H 3.9516 0.3331 1.6110
H 3.0980 2.7384 2.1195
H 1.0030 2.5687 3.3586
H -0.6825 0.7535 3.2199
H -0.1362 -0.8839 1.2557
*
```

Model b:
This record from the OMol25 dataset describes one molecule with the formula C12H16N2. The level of theory is the ωB97M-V functional and the def2-TZVPD basis.

Values from the calculation:
HOMO-LUMO gap = 8.01 eV

Structure (ORCA input):
```
! RIJCOSX wB97M-V def2-TZVPD def2/J DEFGRID3
* xyz 0 1
C 1.0038 0.7933 -0.5936
C -0.1190 0.0644 -0.2317
C 1.0307 1.9038 0.3172
C -1.3083 -2.2764 1.6311
C -1.8767 -1.0839 2.1560
C -0.7013 -2.5391 0.4525
C -1.6913 0.2012 1.6821
C -0.8879 -1.8837 -0.8150
C -2.2855 -1.4732 -1.1288
C -0.1499 -2.1109 -2.1046
C 3.2758 3.0661 -0.2960
C 1.9630 3.0874 0.5541
N -0.0607 1.8027 1.0724
N -0.7183 0.6289 0.8276
H 1.8074 0.6628 -1.2200
H -1.0151 -3.0771 2.3103
H -2.7053 -1.2258 2.9740
H 0.0018 -3.3599 0.4209
H -2.2394 0.9074 2.2289
H -2.9732 -1.9059 -0.4314
H -2.6015 -1.7977 -2.1300
H -2.4855 -0.3186 -1.0556
H -0.5488 -2.7813 -2.7170
H 0.8539 -2.5105 -1.8909
H -0.1435 -1.1687 -2.5719
H 3.9036 3.9615 -0.1233
H 3.2161 3.2953 -1.3346
H 3.7980 2.1397 -0.0341
H 1.4653 3.9892 0.3673
H 2.1918 3.0090 1.6841
*
```

model a is the most stable structure; the next one sits 33.1 kcal/mol above it.

Model a:
This record from the OMol25 dataset describes a 2-piece molecular cluster, C2H4BrOP overall. The level of theory is the ωB97M-V functional and the def2-TZVPD basis.

Values from the calculation:
HOMO-LUMO gap (spin up / spin down) = 7.93 / 7.93 eV

Structure (ORCA input):
```
! RIJCOSX wB97M-V def2-TZVPD def2/J DEFGRID3
* xyz 0 1
C 0.0111 1.9089 0.0153
C -0.5438 -1.1582 0.1255
O -0.6732 1.6652 -0.9260
P 0.7539 -0.3673 1.1017
Br 2.3072 -0.7813 -0.3910
H 0.4088 2.8688 0.2209
H -1.4847 -1.2511 0.5742
H -0.1271 -2.1786 0.0938
H -0.6521 -0.7064 -0.8144
*
```

Model b:
This record from the OMol25 dataset describes one molecule with the formula C2H4BrOP. The level of theory is the ωB97M-V functional and the def2-TZVPD basis.

Values from the calculation:
HOMO-LUMO gap = 8.41 eV
SMILES = O=PCCBr

Structure (ORCA input):
```
! RIJCOSX wB97M-V def2-TZVPD def2/J DEFGRID3
* xyz 0 1
O 2.4715 0.1819 -0.9033
P 2.0508 -0.1774 0.4598
C 0.2330 -0.7223 0.2196
C -0.8639 0.6884 0.0471
Br -2.6838 0.2188 -0.3433
H -0.2996 -1.1715 1.1061
H 0.3291 -1.3183 -0.7504
H -0.4636 1.0910 -0.8800
H -0.7735 1.2092 1.0445
*
```

model b is the most stable structure; the next one sits 12.7 kcal/mol above it.

Model a:
This record from the OMol25 dataset describes a 2-piece molecular cluster, C2H5ClOS overall. The level of theory is the ωB97M-V functional and the def2-TZVPD basis.

Values from the calculation:
HOMO-LUMO gap = 8.87 eV

Structure (ORCA input):
```
! RIJCOSX wB97M-V def2-TZVPD def2/J DEFGRID3
* xyz 0 1
C 1.0231 -0.3242 0.5579
C -0.0689 0.5778 0.7188
O -2.2148 -0.7492 -1.0760
S 0.1834 2.0562 0.0773
Cl 2.0612 -0.3991 -0.9179
H 0.9269 -1.4021 0.8903
H 1.6159 0.1388 1.4052
H -2.8195 -1.3883 -0.6421
H -1.9553 -0.1947 -0.3590
H 1.2480 1.6847 -0.6545
*
```

Model b:
This record from the OMol25 dataset describes a 2-piece molecular cluster, C2H5ClOS overall. The level of theory is the ωB97M-V functional and the def2-TZVPD basis.

Values from the calculation:
HOMO-LUMO gap (spin up / spin down) = 8.61 / 8.20 eV

Structure (ORCA input):
```
! RIJCOSX wB97M-V def2-TZVPD def2/J DEFGRID3
* xyz 0 1
C -0.5572 -1.4612 0.0859
C 0.7048 1.6062 0.1100
O -0.1231 1.5782 -1.0255
S 2.3313 0.9712 -0.1032
Cl 0.6556 3.1252 0.9914
H -1.0347 -2.1505 0.7789
H -0.9677 -0.5983 -0.3126
H 0.4647 -1.6650 0.0476
H -0.9893 1.6286 -0.5548
H 3.0150 1.9859 0.4447
*
```

model a is the most stable structure; the next one sits 29.6 kcal/mol above it.

Model a:
This record from the OMol25 dataset describes a 2-piece molecular cluster, C2H5ClOS overall. The level of theory is the ωB97M-V functional and the def2-TZVPD basis.

Values from the calculation:
HOMO-LUMO gap = 9.57 eV

Structure (ORCA input):
```
! RIJCOSX wB97M-V def2-TZVPD def2/J DEFGRID3
* xyz 0 1
C -1.4954 -0.8646 -0.0941
C 1.7497 0.6752 0.7807
O 0.8176 1.5551 0.9848
S 1.7592 0.0923 -0.8867
Cl -2.1925 0.5824 -0.7984
H -0.8385 -0.4839 0.6777
H -2.2316 -1.3950 0.3086
H -0.8097 -1.5421 -0.6863
H 0.3019 1.8537 0.1895
H 2.9394 -0.4731 -0.4757
*
```

Model b:
This record from the OMol25 dataset describes a 2-piece molecular cluster, C2H5ClOS overall. The level of theory is the ωB97M-V functional and the def2-TZVPD basis.

Values from the calculation:
HOMO-LUMO gap = 9.54 eV

Structure (ORCA input):
```
! RIJCOSX wB97M-V def2-TZVPD def2/J DEFGRID3
* xyz 0 1
C 1.4295 -0.3088 -0.2820
C -0.7567 -0.2141 -0.2051
O -1.0404 0.8535 -1.0654
S -1.6769 -0.2620 1.3483
Cl 1.9455 -1.1979 1.1385
H 1.8198 0.7285 -0.3114
H 1.5506 -0.8915 -1.1899
H -1.2833 -1.1008 -0.7497
H -1.0252 1.7430 -0.7634
H -0.9630 0.6502 2.0801
*
```

model b is the most stable structure; the next one sits 1.9 kcal/mol above it.